No. 1
C3H3GaLi2O3 as an isolated structure in a non-equilibrium geometry, computed with ωB97M-V/def2-TZVPD.

Each line ends with the Löwdin charge.
Cartesian coordinates (Å):
Ga 1.718 0.499 0.915  0.858
O -0.145 0.094 0.819  -0.231
O 1.841 1.538 -0.474  -0.229
O 0.911 -1.679 1.290  -0.178
C -0.257 1.286 -1.273  0.103
C -0.239 -1.256 1.031  -0.283
C -0.966 0.664 -0.237  -0.144
Li -2.063 -1.604 -0.155  0.821
Li 1.612 -3.498 1.578  0.898
H -1.733 1.218 0.313  0.137
H -0.823 2.101 -1.741  0.123
H 0.142 0.637 -2.066  0.124

Calculated values
E_HOMO (spin up / spin down) ... -16.42 / -17.95 eV
Energy above the lowest of the compared OMol25 structures with the same formula, charge and spin ... 11.7 kcal per mole
Total charge ... +2

=====

No. 2
C3H3GdO3 as an isolated structure in a non-equilibrium geometry, computed with ωB97M-V/def2-TZVPD.

Each line ends with the Mulliken spin population.
Cartesian coordinates (Å):
Gd -4.251 -2.342 0.437  6.211
O 1.482 0.220 1.910  0.068
O -2.420 -1.041 -0.395  -0.016
O -0.933 0.065 -1.761  -0.016
C -1.555 -0.470 -0.946  0.228
C 1.726 0.993 -0.437  0.255
C 1.420 0.519 0.730  0.241
H 1.488 2.037 -0.666  0.009
H 2.290 0.360 -1.130  0.008
H 0.752 -0.341 2.259  0.012

Calculated values
E_HOMO (spin up / spin down) ... -28.82 / -25.13 eV
Energy above the lowest of the compared OMol25 structures with the same formula, charge and spin ... 37.7 kcal per mole
Spin multiplicity ... 8
<S²> ... 16.38
Total charge ... +4

=====

No. 3
C3H3HgNaO3 as an isolated structure in a non-equilibrium geometry, computed with ωB97M-V/def2-TZVPD.

Each line ends with the natural charge from an NBO analysis.
Cartesian coordinates (Å):
Hg 0.150 4.108 -0.988  0.980
Na -1.414 -1.659 2.782  0.993
O 1.068 -0.171 -1.851  -0.404
O -1.066 -2.436 0.708  -0.688
O 0.180 1.672 -0.771  -0.643
C 0.538 0.663 -1.248  1.068
C -0.399 -3.418 0.309  0.313
C 0.256 -3.376 -0.957  -0.243
H 1.185 -3.928 -1.106  0.227
H -0.259 -2.882 -1.782  0.223
H -0.471 -4.406 0.796  0.175

Calculated values
E_HOMO (spin up / spin down) ... -16.02 / -17.21 eV
Energy above the lowest of the compared OMol25 structures with the same formula, charge and spin ... 0.0 kcal per mole
Spin multiplicity ... 3
<S²> ... 2.01
Total charge ... +2

=====

No. 4
C3H3I2NO2 as an isolated structure in a non-equilibrium geometry, computed with ωB97M-V/def2-TZVPD.

Each line ends with the natural charge from an NBO analysis.
Cartesian coordinates (Å):
I 3.133 -2.177 0.226  0.094
I 2.885 1.501 0.528  0.350
O 0.163 0.744 -0.653  -0.468
O -1.985 1.640 -0.863  -0.576
N -1.680 -0.076 0.435  -0.860
C 1.901 -0.408 0.088  -0.489
C 0.654 -0.441 -0.332  0.038
C -1.187 0.851 -0.415  0.870
H -2.765 -0.116 0.461  0.427
H 0.110 -1.284 -0.744  0.220
H -1.229 -0.234 1.268  0.393

Calculated values
E_HOMO (spin up / spin down) ... -6.04 / -9.08 eV
Energy above the lowest of the compared OMol25 structures with the same formula, charge and spin ... 41.8 kcal per mole
Spin multiplicity ... 3
<S²> ... 2.01

=====

No. 5
C3H3IN2S2 as an isolated structure in a non-equilibrium geometry, computed with ωB97M-V/def2-TZVPD.

Each line ends with the natural charge from an NBO analysis.
Cartesian coordinates (Å):
I 0.464 1.185 -2.490  0.747
S 1.072 2.344 0.467  0.660
S 0.424 -0.807 -3.611  -0.568
N 0.103 0.565 1.838  -0.175
N 0.774 1.662 1.922  -0.364
C -0.111 0.064 0.601  0.046
C -0.612 -1.257 0.442  -0.650
C 0.328 1.011 -0.300  -0.441
H -1.783 -1.084 0.247  0.238
H -0.371 -1.859 1.310  0.251
H -0.289 -1.824 -0.424  0.254

Calculated values
E_HOMO ... -8.52 eV
Energy above the lowest of the compared OMol25 structures with the same formula, charge and spin ... 44.7 kcal per mole

=====

No. 6
C3H3IO as an isolated structure in a non-equilibrium geometry, computed with ωB97M-V/def2-TZVPD.

Each line ends with the natural charge from an NBO analysis.
Cartesian coordinates (Å):
I -2.713 0.297 -0.014  0.115
O 0.027 -1.270 0.108  -0.497
C 0.971 -0.513 -0.492  0.145
C -0.663 -0.055 0.487  -0.048
C 0.422 0.720 -0.309  -0.355
H 0.657 1.700 -0.283  0.217
H -0.452 0.272 1.475  0.211
H 1.753 -1.150 -0.972  0.212

Calculated values
E_HOMO ... -9.18 eV
Energy above the lowest of the compared OMol25 structures with the same formula, charge and spin ... 30.3 kcal per mole

=====

- Which value of energy above the lowest of the compared OMol25 structures with the same formula, charge and spin does entry 1 give?
  11.7 kcal per mole

=====

- The lowest energy above the lowest of the compared OMol25 structures with the same formula, charge and spin belongs to which entry?
  C3H3HgNaO3